{
  "formula": "C12H24IrNO9",
  "method": "ωB97M-V/def2-TZVPD",
  "species": ["C", "Ir", "C", "O", "H", "H", "O", "H", "H", "H", "H", "O", "C", "O", "H", "C", "H", "C", "H", "H", "H", "H", "O", "H", "H", "C", "H", "H", "C", "H", "C", "H", "C", "N", "H", "O", "H", "O", "O", "H", "O", "H", "C", "C", "H", "H", "C"],
  "coordinates": [[0.10, 2.62, -1.51], [-0.06, 0.25, 0.12], [-0.52, 2.35, 2.15], [1.58, 1.04, 0.57], [-2.84, 0.98, 2.92], [3.51, -1.36, -2.02], [-2.12, -0.32, -0.09], [-3.33, -1.89, -0.75], [-2.51, -1.16, 1.80], [1.15, 2.83, -1.30], [2.82, -3.24, -0.38], [0.54, 0.26, -1.86], [-0.59, 3.15, 0.85], [-0.53, 2.17, -0.26], [-1.95, -1.46, -1.78], [2.33, -2.51, 0.27], [1.87, -2.00, -2.25], [-2.49, 0.95, 1.88], [0.32, 1.63, -3.44], [2.01, 0.20, -3.32], [-1.16, 1.22, -2.54], [-1.13, 2.80, 2.94], [1.64, -0.32, 2.38], [0.24, 3.84, 0.76], [0.66, -3.88, 0.05], [-1.41, -2.58, -0.01], [0.49, 2.23, 2.52], [-1.73, -2.77, 1.01], [-0.10, 1.46, -2.45], [-3.91, -0.41, 0.98], [0.89, -2.95, 0.57], [-1.33, -3.53, -0.54], [-2.28, -1.61, -0.76], [2.34, 0.37, 1.72], [-1.54, 3.68, 0.71], [-1.03, 1.00, 1.88], [0.67, -3.07, 1.63], [2.26, -1.24, -0.36], [3.43, 0.77, 1.77], [-2.87, 1.82, 1.34], [-0.08, -1.97, 0.01], [-0.40, 3.53, -1.84], [1.99, 0.13, -2.23], [-2.84, -0.32, 1.19], [2.92, -2.41, 1.18], [2.54, 0.94, -1.77], [2.46, -1.22, -1.77]],
  "mulliken_spin": [-0.0002, 0.4875, 0.0161, 0.3765, -0.0010, 0.0062, 0.0014, 0.0026, -0.0003, 0.0010, 0.0010, 0.0063, 0.0000, 0.0094, -0.0007, -0.0049, 0.0038, 0.0005, -0.0002, -0.0017, -0.0002, -0.0008, -0.0071, 0.0001, -0.0006, -0.0047, -0.0022, 0.0004, 0.0011, -0.0011, 0.0084, -0.0007, 0.0020, -0.0097, -0.0005, 0.0070, 0.0012, 0.0651, 0.0156, 0.0011, 0.0099, -0.0012, 0.0174, 0.0005, 0.0024, 0.0020, -0.0088],
  "spin_multiplicity": 2,
  "total_charge": 3,
  "s2": 0.755,
  "e_homo_ev": [-20.32, -20.19],
  "de_lowest_kj_mol": 0.0
}